18
Properties=species:S:1:pos:R:3:forces:R:3:nbo_charge:R:1 method="wB97M-V/def2-TZVPD" gap_ev=10.864 charge=+1 e_above_lowest_kcal_mol=60.2 homo_ev=-14.4
C 1.8926 1.5678 0.9654 -0.6 -2.1 1.1 -0.6379
C 1.8723 0.4028 -0.0289 0.8 1.9 -1.9 -0.4767
C 0.5395 -0.0929 -0.4848 0.6 -2.0 3.2 0.1473
C 0.4620 -1.2531 -1.1101 -0.9 0.8 -1.7 -0.3260
N -0.5793 0.1227 0.5095 -1.3 1.5 -4.1 -0.7514
H 1.3523 2.4212 0.6950 -0.6 1.4 -0.9 0.2145
H 2.8855 1.7974 1.1564 2.0 0.9 -0.1 0.2545
H 1.5904 1.3612 2.0127 -0.4 -0.6 -0.5 0.2112
H 2.4713 -0.4453 0.2222 0.1 -0.5 1.1 0.2468
H 2.4402 0.6633 -0.9665 -0.6 0.5 0.7 0.2520
H 1.2471 -1.4688 -1.8202 0.1 -0.5 0.2 0.2442
H -0.4631 -1.8129 -1.1577 0.1 -0.2 -0.1 0.2077
H -0.5232 -0.1718 1.4114 1.5 -1.9 3.4 0.4213
H -0.6713 1.1792 0.7255 -1.0 -1.8 -1.4 0.4588
H -1.3435 -0.5668 0.0880 0.1 2.9 1.0 0.4972
H -3.6043 -0.3060 -0.9538 0.3 -0.2 1.0 0.4970
H -3.5906 -1.5793 -0.1805 -0.9 -2.5 0.1 0.4870
O -3.2919 -0.7098 -0.1062 0.8 2.5 -1.2 -0.9473

17
Properties=species:S:1:pos:R:3:forces:R:3:nbo_charge:R:1 method="wB97M-V/def2-TZVPD" gap_ev=7.246 charge=+1 e_above_lowest_kcal_mol=47.6 homo_ev=-13.3
C -0.4363 1.4850 -0.1601 -0.1 1.1 -0.1 0.3847
C 3.1565 -0.3534 -0.2206 -1.9 1.2 0.3 -0.3816
C 2.7049 -0.3722 1.0322 0.0 -1.1 1.9 -0.4049
C -2.8374 -0.1763 -0.4456 1.4 0.3 0.9 -0.6608
C -1.4554 -0.7215 -0.1578 1.9 -1.0 1.1 -0.0660
O -0.4912 0.3818 0.3780 -0.3 0.0 -0.8 -0.3169
H 0.3738 2.1418 0.1720 -0.1 -0.1 0.1 0.2220
H -1.1660 1.9043 -0.9164 0.7 -0.9 0.6 0.2038
H 4.2071 -0.4016 -0.4182 0.3 0.1 -0.2 0.2241
H 1.6872 -0.5124 1.4925 0.6 0.7 -1.5 0.1861
H 3.3765 -0.4718 1.9017 0.2 -0.1 -0.8 0.2072
H 2.4466 -0.0631 -1.0315 0.8 -0.9 0.3 0.1722
H -3.4485 -0.5394 0.3630 -0.5 0.3 0.2 0.2580
H -3.1540 -0.6424 -1.3347 -0.7 0.0 -1.3 0.2612
H -2.8217 0.9400 -0.4822 -0.5 -1.1 -0.2 0.2253
H -1.3995 -1.3912 0.7294 -0.3 0.4 -0.7 0.2385
H -0.7426 -1.2077 -0.9016 -1.5 0.8 0.4 0.2470

6
Properties=species:S:1:pos:R:3:forces:R:3:nbo_charge:R:1 method="wB97M-V/def2-TZVPD" gap_ev=13.816 smiles=OC(F)(F)F e_above_lowest_kcal_mol=0.0 homo_ev=-13.2
O 0.2247 0.2488 -0.9991 1.0 0.8 -1.0 -0.6958
C 0.0041 0.0804 0.2754 -0.3 -0.6 1.7 1.1585
F -1.0008 0.8908 0.6294 -0.2 -0.3 0.7 -0.3214
F 1.0831 0.4238 0.9579 0.4 0.5 0.4 -0.3135
F -0.2717 -1.2012 0.7034 -0.3 1.0 -1.0 -0.3377
H -0.0394 -0.4427 -1.5670 -0.6 -1.4 -0.7 0.5100

19
Properties=species:S:1:pos:R:3:forces:R:3:nbo_charge:R:1 method="wB97M-V/def2-TZVPD" gap_ev=10.250 charge=+1 homo_ev=-14.7
C 2.1929 -0.7415 0.7119 0.3 0.4 -0.8 -0.6508
C 1.4657 0.4190 -0.0436 -1.2 -0.6 0.7 -0.4435
C -0.1059 0.1220 -0.2953 1.6 0.3 -1.6 0.0451
C -0.5920 1.2105 -1.3167 0.5 -0.2 0.6 -0.6610
O -0.8673 0.0694 0.9548 0.4 -0.4 0.0 -0.8138
S -2.4846 -0.3944 0.6772 -2.9 1.2 1.6 1.6976
O -3.1446 -0.3759 2.0002 2.2 -0.5 -2.6 -0.8075
O -2.4359 -2.0148 0.1349 0.6 0.0 0.6 -0.2958
F -3.0466 -1.9479 -1.1405 0.3 0.2 0.3 -0.0935
H 1.6529 -1.1213 1.5995 0.3 0.3 -0.3 0.2158
H 3.2261 -0.4143 0.9459 -0.6 -0.3 0.2 0.2446
H 2.3050 -1.5813 -0.0036 -0.2 0.4 0.5 0.2500
H 1.9020 0.5154 -1.0575 -0.3 0.2 0.6 0.2772
H 1.6258 1.4508 0.4425 0.0 -1.0 -0.7 0.1388
H -0.1192 -0.8961 -0.7445 -0.2 0.6 0.3 0.2235
H -0.3895 0.8129 -2.3310 -0.3 0.4 0.5 0.2555
H -1.6448 1.5165 -1.1997 0.4 -0.4 -0.2 0.2423
H 0.0391 2.1146 -1.1615 -0.5 -0.4 -0.3 0.2124
Li 0.4207 1.2562 1.8270 -0.4 -0.3 0.3 0.9630

13
Properties=species:S:1:pos:R:3:forces:R:3:nbo_charge:R:1 method="wB97M-V/def2-TZVPD" gap_ev=10.947 smiles="C#C[C@@H](C)OC=O" e_above_lowest_kcal_mol=82.0 homo_ev=-10.0
C -1.0681 2.5702 0.1426 0.1 -0.3 0.0 -0.1828
C -0.5881 1.4726 0.2292 -0.6 0.0 0.0 -0.0638
C -0.0533 0.1270 0.3654 -0.5 -2.6 -2.4 0.0118
C -1.1427 -1.1974 -0.0830 0.3 4.9 5.1 -0.5834
O 0.8927 -0.0510 -0.6976 -0.1 1.8 -1.9 -0.4977
C 2.0069 -0.6738 -0.4781 0.2 -0.1 0.3 0.6433
O 2.2677 -1.1167 0.5876 1.2 -1.1 1.9 -0.6036
H -1.4896 3.5470 0.0656 0.1 -0.1 0.0 0.2398
H 0.4523 0.0110 1.3287 -0.4 -0.4 -0.1 0.2470
H -1.5811 -1.0157 -1.0477 -0.2 0.3 0.0 0.2202
H -1.7381 -0.7712 0.8978 0.0 -2.5 -2.6 0.2193
H -0.6306 -2.1385 0.0181 0.1 -0.1 0.3 0.2205
H 2.6720 -0.7635 -1.3287 -0.1 0.2 -0.6 0.1294

59
Properties=species:S:1:pos:R:3:forces:R:3:nbo_charge:R:1 method="wB97M-V/def2-TZVPD" gap_ev="5.983 / 6.683" spin_multiplicity=3 e_above_lowest_kcal_mol=8.5 homo_ev="-6.4 / -7.1"
Ni -0.9630 -1.3676 -0.5945 0.0 0.8 -0.9 1.3586
C -2.6702 -1.1934 3.3062 -0.1 0.0 0.1 -0.2487
C -2.5681 -1.1575 1.9316 0.0 0.0 -0.2 0.0583
N -1.4829 -0.6899 1.3091 0.4 -0.1 0.2 -0.5325
C -0.4816 -0.1902 2.0435 -0.2 -0.1 0.1 0.0535
C -0.5025 -0.1683 3.4368 0.1 0.1 -0.1 -0.0170
C -1.6119 -0.7202 4.0644 -0.1 0.1 0.1 -0.1608
C 0.6486 0.3198 4.2313 -0.1 -0.2 -0.1 -0.1644
C 1.3120 1.4690 4.1354 0.0 0.3 0.0 -0.2105
C 0.9681 2.6811 3.3600 -0.1 -0.2 0.0 0.1866
C 1.9184 3.6774 3.1791 0.2 0.0 0.1 -0.2862
C 1.5071 4.8457 2.5645 -0.1 0.0 -0.1 0.0811
N 0.2573 5.0255 2.1403 0.0 -0.2 0.0 -0.4373
C -0.5665 3.9947 2.3217 0.2 -0.1 0.1 0.2594
N -0.2816 2.8368 2.9112 -0.1 0.1 -0.1 -0.4595
H -3.5562 -1.6036 3.7740 0.1 0.0 0.0 0.2288
H -3.3583 -1.5343 1.2929 0.1 0.0 0.0 0.2168
H 0.3866 0.1684 1.5003 0.0 0.0 0.0 0.2229
H -1.6538 -0.7529 5.1489 0.0 0.0 -0.1 0.2217
H 0.9932 -0.3775 4.9913 0.0 0.0 -0.1 0.2143
H 2.1815 1.5916 4.7731 0.0 0.0 0.0 0.2154
H 2.9390 3.5485 3.5215 -0.1 0.0 0.0 0.2262
H 2.1944 5.6693 2.4056 0.0 0.0 0.0 0.2041
H -1.5807 4.1162 1.9572 0.0 0.0 0.0 0.1868
N -2.7020 -4.9947 -1.7076 0.0 0.0 0.0 -0.7836
C -1.9073 -4.1113 -1.0802 0.0 0.1 0.0 0.6765
O -2.3058 -2.9704 -0.8435 0.1 -0.2 0.1 -0.6825
C -0.5242 -4.6134 -0.7349 -0.1 0.2 0.1 -0.6444
I 0.1218 -3.8434 1.1290 0.1 -0.3 0.2 0.1676
H -3.5925 -4.6776 -2.0541 0.0 0.0 0.0 0.4159
H -2.3702 -5.9012 -1.9787 0.0 -0.1 0.0 0.4037
H 0.1886 -4.2347 -1.4656 -0.1 0.1 0.0 0.2868
H -0.4890 -5.6950 -0.6786 0.0 -0.1 0.0 0.2328
C -2.1226 0.0162 -1.6965 0.6 -0.6 0.4 -0.8539
C -1.2139 1.0716 -2.1102 -0.2 0.2 -0.1 0.0276
C -0.6814 1.9985 -1.1931 0.0 0.0 0.1 -0.2617
C 0.2393 2.9514 -1.5741 0.0 0.1 0.1 -0.1601
C 0.6492 3.0551 -2.9055 0.1 0.0 0.0 -0.1822
C 0.0991 2.1788 -3.8427 0.0 0.0 -0.1 -0.1695
C -0.8101 1.2164 -3.4510 0.1 -0.1 0.0 -0.2448
C 1.6436 4.0247 -3.2833 0.0 0.0 -0.1 0.2813
N 2.4488 4.7949 -3.5825 -0.2 -0.2 0.1 -0.3547
H -2.6026 -0.5085 -2.5167 -0.1 0.0 -0.1 0.1986
H -2.8130 0.2820 -0.9033 -0.2 0.2 0.0 0.1985
H -1.0189 1.9552 -0.1613 0.1 0.0 0.0 0.2028
H 0.6549 3.6410 -0.8495 -0.1 0.0 0.1 0.2151
H 0.3864 2.2729 -4.8828 0.0 -0.1 0.0 0.2187
H -1.2367 0.5507 -4.1941 0.1 0.0 0.0 0.2071
C 2.7033 -2.9064 -1.9098 0.0 0.0 0.1 -0.6167
C 1.7503 -1.7590 -2.2434 -0.1 0.1 0.0 0.1187
C 2.5068 -0.4364 -2.2393 0.0 0.1 0.1 -0.6232
O 0.6876 -1.7233 -1.3424 0.1 -0.3 0.1 -1.0286
H 3.5588 -2.9185 -2.5932 -0.1 0.0 0.1 0.2041
H 2.2002 -3.8753 -1.9837 0.1 0.0 0.0 0.1794
H 3.0697 -2.7856 -0.8857 0.0 0.0 -0.1 0.2037
H 1.3770 -1.9231 -3.2674 -0.1 0.0 0.0 0.1351
H 2.7612 -0.1767 -1.2051 0.0 0.0 -0.1 0.1981
H 1.8844 0.3576 -2.6502 0.0 0.1 0.0 0.2187
H 3.4305 -0.5011 -2.8247 -0.1 0.0 0.0 0.1975

DFT total energy values, unit eV, following the record order: -7871.6791; -7400.1854; -11253.5644; -24183.2556; -9373.5388; -85998.3293.